# 1
{
  "formula": "C4H4GaLiO2",
  "method": "ωB97M-V with the def2-TZVPD basis set",
  "charge": 2,
  "gap_ev": [2.123, 2.879],
  "multiplicity": 1,
  "homo_energy_ev": [-13.98, -14.43],
  "fmax_ev_per_a": 2.76,
  "elements": ["O", "C", "C", "H", "H", "H", "C", "C", "O", "Li", "H", "Ga"],
  "positions_angstrom": [[0.2939, -1.4624, -1.0335], [1.1995, -0.5421, -0.6143], [2.4797, -0.6144, -0.9938], [2.8326, -1.4789, -1.5552], [3.1837, 0.1680, -0.7190], [-0.6190, -1.2462, -0.7371], [0.6588, 0.6084, 0.1799], [-0.6132, 0.8608, 0.3674], [-1.7857, 0.9322, 0.4078], [-3.4311, 0.9865, 1.4798], [1.3488, 1.2734, 0.7052], [-5.5481, 0.5148, 2.5129]],
  "forces_ev_per_a": [[-1.08, 0.01, 0.35], [-0.19, 0.70, -0.22], [-0.14, 0.05, 0.42], [-0.15, 0.31, 0.07], [-0.18, -0.28, -0.02], [1.11, -0.44, -0.39], [-0.10, 0.37, 0.50], [2.31, -1.15, -0.97], [-1.98, 0.51, 0.94], [2.34, 0.46, -1.32], [-0.08, -0.10, -0.24], [-1.86, -0.43, 0.90]],
  "nbo_charge": [-0.6331, 0.2816, -0.3724, 0.2509, 0.2297, 0.4632, -0.4721, 0.7241, -0.6694, 0.8845, 0.3174, 0.9957]
}

# 2
{
  "formula": "C4H4IN",
  "method": "ωB97M-V with the def2-TZVPD basis set",
  "charge": 0,
  "gap_ev": 9.412,
  "multiplicity": 1,
  "homo_energy_ev": -8.93,
  "smiles": "C=C=N/C=C/I",
  "fmax_ev_per_a": 2.10,
  "elements": ["C", "C", "N", "C", "C", "I", "H", "H", "H", "H"],
  "positions_angstrom": [[-1.5777, -0.9009, -0.0686], [-1.3009, 0.3558, 0.0111], [-0.6471, 1.3950, 0.0560], [0.7295, 1.1861, -0.0909], [1.2386, -0.0155, 0.1444], [3.2973, -0.3953, -0.0135], [-1.7062, -1.4881, 0.8281], [-2.0078, -1.3240, -0.9621], [1.2905, 2.0527, -0.3984], [0.6838, -0.8658, 0.4939]],
  "forces_ev_per_a": [[-1.83, -1.01, -0.05], [1.08, 1.01, -0.02], [-1.74, 0.04, 0.14], [0.82, -0.54, -0.08], [1.64, 0.41, 0.10], [-0.37, 0.10, -0.01], [0.16, -0.01, 0.21], [0.07, 0.00, -0.26], [0.17, 0.00, 0.00], [0.00, 0.01, -0.02]],
  "nbo_charge": [-0.6249, 0.4449, -0.4506, -0.0695, -0.3672, 0.1309, 0.2447, 0.2494, 0.2170, 0.2253]
}

# 3
{
  "formula": "C4H4INO",
  "method": "ωB97M-V with the def2-TZVPD basis set",
  "charge": 0,
  "gap_ev": [7.587, 7.586],
  "multiplicity": 1,
  "homo_energy_ev": [-8.00, -8.00],
  "fmax_ev_per_a": 4.58,
  "elements": ["C", "C", "C", "C", "N", "O", "I", "H", "H", "H", "H"],
  "positions_angstrom": [[-1.0669, 1.0071, -0.3455], [0.3238, -1.1184, 0.6577], [0.1338, 1.4650, -0.5635], [1.3499, -0.3019, 0.3838], [-1.0103, -0.8258, 0.6090], [1.3177, 0.9520, -0.1629], [-2.1937, -2.1133, -0.4939], [-2.0726, 1.2392, -0.5957], [0.5566, -2.1155, 1.0213], [0.2916, 2.4073, -1.0855], [2.3702, -0.5956, 0.5753]],
  "forces_ev_per_a": [[0.42, -4.06, 1.99], [1.08, -0.18, -0.35], [0.16, 0.64, -0.23], [-0.06, -0.53, 0.18], [-1.32, 4.14, -1.44], [-0.09, 0.02, 0.04], [0.19, -0.05, -0.09], [-0.32, 0.14, -0.13], [0.11, 0.02, -0.01], [-0.12, -0.11, 0.01], [-0.05, -0.04, 0.01]],
  "nbo_charge": [-0.0594, -0.1399, 0.0706, 0.0676, -0.5885, -0.4594, 0.2532, 0.2269, 0.2113, 0.2149, 0.2029]
}

# 4
{
  "formula": "C4H4INO2",
  "method": "ωB97M-V with the def2-TZVPD basis set",
  "charge": 0,
  "gap_ev": 7.887,
  "multiplicity": 1,
  "homo_energy_ev": -8.31,
  "fmax_ev_per_a": 4.83,
  "elements": ["C", "C", "C", "C", "N", "O", "O", "I", "H", "H", "H", "H"],
  "positions_angstrom": [[-2.4652, -0.9641, 0.7901], [2.1394, -0.2287, -0.4485], [1.4226, 1.0057, -0.8905], [-0.6535, 0.8137, 0.4536], [-1.5801, 0.0138, 0.6510], [2.4364, -1.0417, 0.3165], [2.5277, 0.4067, -1.5392], [-2.2513, -2.5462, -0.5073], [-3.4639, -0.9905, 1.2748], [0.3825, 0.5247, -1.0114], [1.5339, 1.9915, -0.4547], [-0.0285, 1.0152, 1.3658]],
  "forces_ev_per_a": [[1.61, 2.07, -0.80], [-0.30, 4.81, -0.33], [-2.52, -2.44, 2.03], [-2.66, 0.04, 2.21], [-1.42, -1.80, 1.13], [0.81, -2.58, 1.23], [1.88, -1.62, -2.23], [0.25, -0.67, -0.17], [1.08, 1.04, -0.30], [1.29, 1.88, -1.64], [-0.05, -0.09, -0.13], [0.05, -0.64, -1.00]],
  "nbo_charge": [-0.2563, 0.7968, -0.2593, -0.0433, -0.3155, -0.5147, -0.4628, 0.1563, 0.2458, 0.2239, 0.2131, 0.2160]
}

# 5
{
  "formula": "C4H4LuO5",
  "method": "ωB97M-V with the def2-TZVPD basis set",
  "charge": 1,
  "gap_ev": 6.694,
  "multiplicity": 1,
  "homo_energy_ev": -13.47,
  "fmax_ev_per_a": 5.19,
  "elements": ["O", "C", "O", "O", "C", "H", "H", "C", "H", "H", "O", "O", "C", "Lu"],
  "positions_angstrom": [[1.0525, 0.1465, 0.4012], [2.1598, 0.6909, -0.2756], [3.0207, -0.0243, -0.7332], [2.0120, 1.9554, -0.2867], [0.4553, -1.0938, 0.0138], [0.5916, -1.2435, -1.0652], [0.9324, -1.9169, 0.5610], [-1.0148, -1.0101, 0.3801], [-1.1079, -0.7859, 1.4548], [-1.4624, -1.9964, 0.2026], [-2.9514, 1.8534, -0.5905], [-1.7379, -0.0909, -0.4212], [-2.0405, 1.3206, -0.0099], [0.0907, 2.1950, 0.3690]],
  "forces_ev_per_a": [[-1.04, 1.63, 0.63], [3.37, -3.54, -1.73], [-1.81, 1.40, 0.93], [-0.36, 1.76, -0.05], [-0.49, -1.36, -0.31], [0.05, 0.12, 0.29], [-0.01, 0.30, -0.15], [0.00, -0.06, 0.25], [-0.08, -0.01, -0.14], [0.08, 0.22, 0.15], [1.35, -0.83, 1.12], [-0.48, 1.33, -0.10], [-0.26, -0.96, -1.52], [-0.33, -0.02, 0.63]],
  "nbo_charge": [-0.6707, 0.9495, -0.5113, -0.8865, -0.1049, 0.2288, 0.2321, -0.1172, 0.1858, 0.2444, -0.4882, -0.5843, 0.1514, 2.3710]
}

# 6
{
  "formula": "C4H4N2",
  "method": "ωB97M-V with the def2-TZVPD basis set",
  "charge": 0,
  "gap_ev": 10.372,
  "multiplicity": 1,
  "homo_energy_ev": -9.63,
  "smiles": "C#C[C@H](N)C#N",
  "fmax_ev_per_a": 3.46,
  "elements": ["C", "C", "C", "N", "C", "N", "H", "H", "H", "H"],
  "positions_angstrom": [[-1.3563, -1.9135, -0.1319], [-0.4895, -1.0750, -0.0927], [0.4936, -0.0015, 0.1001], [-0.0498, 1.2060, 0.8277], [1.2688, 0.3439, -1.1024], [1.9110, 0.6918, -2.0020], [-2.1170, -2.6692, -0.1563], [1.0273, 0.0601, 1.0719], [0.2424, 2.0782, 0.4320], [-1.0053, 1.0865, 1.0986]],
  "forces_ev_per_a": [[0.55, 0.48, 0.02], [-0.28, -0.17, 0.36], [0.02, 0.71, 1.20], [-0.98, 0.86, -0.41], [0.57, 0.40, -0.39], [-0.80, -0.48, 1.04], [0.26, 0.24, -0.06], [1.63, -2.82, -1.16], [-0.49, 0.35, -0.28], [-0.48, 0.44, -0.33]],
  "nbo_charge": [-0.1770, -0.0400, -0.2982, -0.8443, 0.2738, -0.2917, 0.2450, 0.3542, 0.3891, 0.3891]
}

# 7
{
  "formula": "C4H4N2",
  "method": "ωB97M-V with the def2-TZVPD basis set",
  "charge": 0,
  "gap_ev": 8.025,
  "multiplicity": 1,
  "homo_energy_ev": -8.80,
  "fmax_ev_per_a": 1.14,
  "elements": ["C", "C", "C", "C", "N", "N", "H", "H", "H", "H"],
  "positions_angstrom": [[1.3374, -0.3985, -0.9045], [1.5010, -1.5171, -1.5043], [1.2912, 1.0463, -0.7224], [0.3788, 0.9271, 0.2597], [0.4341, -0.4808, 0.3551], [-0.6900, -1.2145, 0.5162], [1.8166, 1.8292, -1.2217], [-0.2350, 1.5574, 0.8721], [-1.4550, -1.0747, -0.1384], [-0.4865, -2.1948, 0.6663]],
  "forces_ev_per_a": [[-0.21, 0.60, 0.19], [0.29, -0.66, -0.62], [-0.21, 0.07, -0.27], [0.27, -0.27, -0.29], [0.61, -0.04, 0.77], [-1.04, -0.34, 0.31], [0.12, 0.24, 0.00], [-0.14, 0.17, 0.18], [0.32, -0.02, -0.27], [0.00, 0.25, 0.00]],
  "nbo_charge": [-0.2947, 0.2050, -0.2779, 0.0104, -0.1950, -0.6221, 0.2367, 0.2189, 0.3448, 0.3739]
}

# 8
{
  "formula": "C4H4N2",
  "method": "ωB97M-V with the def2-TZVPD basis set",
  "charge": 0,
  "gap_ev": 8.759,
  "multiplicity": 1,
  "homo_energy_ev": -8.11,
  "fmax_ev_per_a": 3.42,
  "elements": ["N", "C", "C", "C", "C", "N", "H", "H", "H", "H"],
  "positions_angstrom": [[-0.0359, 1.2582, 0.9982], [0.2218, 0.2249, 0.0482], [-0.7701, -0.3436, -0.7910], [-1.6469, -0.8008, -1.4815], [1.4166, -0.3543, 0.1023], [2.4553, -0.9733, 0.2997], [0.2094, 2.1679, 0.6306], [-1.0127, 1.2558, 1.2682], [1.5701, -1.2590, 1.0509], [-2.4077, -1.1759, -2.1256]],
  "forces_ev_per_a": [[-0.07, 0.38, 0.10], [-0.05, -0.02, -0.28], [-0.45, 0.05, -0.52], [0.20, 0.12, 0.15], [-0.31, 1.20, -1.25], [-2.45, -0.49, 1.84], [-0.20, 0.08, 0.01], [0.14, 0.04, -0.02], [3.14, -1.35, -0.13], [0.06, -0.01, 0.09]],
  "nbo_charge": [-0.8088, -0.1969, -0.0487, -0.2327, 0.3052, -0.4421, 0.3688, 0.3748, 0.4449, 0.2355]
}

# 9
{
  "formula": "C4H4N2",
  "method": "ωB97M-V with the def2-TZVPD basis set",
  "charge": 0,
  "gap_ev": [7.031, 7.030],
  "multiplicity": 1,
  "homo_energy_ev": [-7.77, -7.77],
  "fmax_ev_per_a": 1.94,
  "elements": ["C", "C", "N", "N", "C", "C", "H", "H", "H", "H"],
  "positions_angstrom": [[-0.9709, -0.7987, -0.0268], [-1.6513, 0.4219, -0.0824], [0.7491, 2.6318, 0.2283], [0.9365, 1.5295, 0.1641], [1.3248, 0.2567, 0.0890], [0.4184, -0.8087, 0.0284], [-1.4224, -1.7925, -0.1099], [-2.7042, 0.1981, -0.3542], [2.4009, 0.1360, 0.0904], [0.9192, -1.7740, -0.0270]],
  "forces_ev_per_a": [[-0.13, 0.17, -0.07], [0.01, -0.51, -0.24], [0.27, -1.69, -0.12], [-0.31, 1.91, 0.13], [-0.07, -0.48, 0.03], [0.27, 0.15, -0.02], [-0.03, 0.13, 0.00], [0.17, 0.18, 0.25], [-0.19, 0.05, 0.03], [0.01, 0.08, 0.03]],
  "nbo_charge": [-0.4531, -0.2928, 0.1565, 0.1417, -0.3019, -0.0136, 0.1829, 0.1190, 0.2479, 0.2134]
}

# 10
{
  "formula": "C4H4N2",
  "method": "ωB97M-V with the def2-TZVPD basis set",
  "charge": 0,
  "gap_ev": 11.581,
  "multiplicity": 1,
  "homo_energy_ev": -10.89,
  "smiles": "C#C.C#N.C#N",
  "fmax_ev_per_a": 6.98,
  "elements": ["C", "C", "H", "H", "C", "N", "H", "C", "N", "H"],
  "positions_angstrom": [[-0.3461, -2.6192, -1.4015], [0.1164, -2.1795, -2.4116], [-1.0211, -3.2080, -0.7998], [0.7936, -1.6072, -2.9874], [-0.5132, 2.0385, -0.2606], [0.5078, 1.6309, -0.1353], [-1.4580, 2.6123, -0.2150], [0.6199, 1.1549, 2.7193], [0.6319, 0.9480, 3.8364], [0.6687, 1.2292, 1.6554]],
  "forces_ev_per_a": [[-1.65, -1.33, 0.27], [1.11, 0.88, 0.25], [0.54, 0.43, 0.17], [-0.01, 0.04, -0.68], [-6.12, 3.34, -0.29], [4.93, -2.21, -0.10], [0.99, -0.95, -0.34], [0.25, -0.29, -0.68], [-0.12, -0.03, 1.28], [0.07, 0.11, 0.13]],
  "nbo_charge": [-0.2328, -0.2339, 0.2360, 0.2308, 0.1236, -0.3429, 0.2528, 0.0617, -0.3256, 0.2302]
}